# 1
Density functional theory data (ωB97M-V with the def2-TZVPD basis set) for the molecule C4HNS in a non-equilibrium geometry.

Geometry as ORCA input:
```
! RIJCOSX wB97M-V def2-TZVPD def2/J DEFGRID3
* xyz 0 1
N -3.41 -0.78 -0.06
C -2.29 -0.40 0.03
C -0.94 -0.05 0.08
C 0.27 0.23 -0.03
C 1.68 0.41 -0.05
S 2.63 -0.87 0.00
H 2.06 1.46 0.03
*
```

Summary:
**LUMO energy**: -2.00 eV
**Gap between HOMO and LUMO**: 0.2849 Ha

For reference, the natural (NBO) charges in units of e are: -0.228 0.209 -0.083 0.073 -0.406 0.196 0.238



# 2
Density functional theory data (ωB97M-V with the def2-TZVPD basis set) for the ion C6H14N3O2 with charge -1 in a non-equilibrium geometry.

Geometry as ORCA input:
```
! RIJCOSX wB97M-V def2-TZVPD def2/J DEFGRID3
* xyz -1 1
C -0.42 1.91 -0.78
C -0.92 0.65 0.00
N -2.03 0.15 -0.65
N -3.14 0.13 -0.08
O -3.46 0.59 1.08
N -4.02 -0.61 -0.78
O -5.15 -0.77 0.07
C 0.40 -0.45 -0.02
C -0.06 -1.85 0.24
C 1.30 -0.40 -1.24
C 1.38 -0.02 1.17
H -0.24 1.66 -1.81
H 0.63 2.25 -0.42
H -1.12 2.71 -0.52
H -0.90 1.00 1.02
H -4.77 -0.49 0.96
H -0.56 -1.88 1.27
H -0.79 -2.06 -0.59
H 0.68 -2.57 0.23
H 1.89 0.49 -1.20
H 0.79 -0.21 -2.14
H 2.08 -1.17 -1.16
H 1.98 0.84 0.97
H 2.06 -0.94 1.14
H 1.08 0.01 2.19
*
```

Summary:
**LUMO energy**: 3.36 eV
**Gap between HOMO and LUMO**: 0.2192 Ha

For reference, the natural (NBO) charges in units of e are: -0.613 -0.041 -0.435 0.381 -0.643 -0.147 -0.648 -0.008 -0.630 -0.640 -0.622 0.198 0.166 0.211 0.185 0.464 0.205 0.240 0.185 0.196 0.222 0.199 0.193 0.179 0.203



# 3
Density functional theory data (ωB97M-V with the def2-TZVPD basis set) for the ion C11H12N3O with charge +1 in a non-equilibrium geometry.

Geometry as ORCA input:
```
! RIJCOSX wB97M-V def2-TZVPD def2/J DEFGRID3
* xyz 1 1
C -0.61 3.31 -0.53
C -0.25 2.03 -0.65
C 0.49 1.46 -1.75
C 0.83 0.16 -1.83
C 1.58 -0.46 -2.96
N 0.47 -0.71 -0.81
O 0.84 -2.02 -0.80
C -0.34 -0.16 0.42
C -0.73 -1.04 1.47
C -0.90 -0.55 2.78
C -1.30 -1.41 3.78
C -1.45 -2.76 3.47
N -1.34 -3.22 2.23
C -1.03 -2.40 1.25
N -0.62 1.11 0.36
H -1.17 3.68 0.31
H -0.33 4.03 -1.28
H 0.77 2.13 -2.55
H 2.58 -0.75 -2.64
H 1.67 0.25 -3.78
H 1.06 -1.35 -3.31
H 1.80 -2.11 -0.66
H -0.67 0.48 3.01
H -1.44 -1.05 4.78
H -1.66 -3.49 4.23
H -1.04 -2.83 0.26
H -1.20 1.51 1.10
*
```

Summary:
**LUMO energy**: -4.71 eV
**Gap between HOMO and LUMO**: 0.2576 Ha

For reference, the natural (NBO) charges in units of e are: -0.410 0.115 -0.289 0.209 -0.649 -0.101 -0.502 0.586 -0.254 -0.114 -0.244 0.114 -0.394 0.135 -0.480 0.210 0.234 0.251 0.234 0.251 0.250 0.491 0.222 0.247 0.221 0.226 0.442



# 4
Density functional theory data (ωB97M-V with the def2-TZVPD basis set) for a structure of composition C39H35BeClN2Si2 in a non-equilibrium geometry.

Geometry as ORCA input:
```
! RIJCOSX wB97M-V def2-TZVPD def2/J DEFGRID3
* xyz 0 1
C 1.08 1.74 -1.01
C 0.26 0.97 -1.94
C -1.04 1.61 -1.98
H 0.64 0.28 -2.68
C -1.04 2.68 -1.07
C 0.27 2.81 -0.52
H 0.61 3.64 0.12
H 2.16 1.66 -0.93
H -1.84 1.38 -2.69
H -1.86 3.38 -0.91
Be 0.04 0.22 -0.35
Si -5.43 -0.19 -3.64
C -5.80 -2.00 -3.98
C -6.64 -2.62 -3.04
H -6.92 -2.10 -2.12
C -7.20 -3.87 -3.29
H -7.88 -4.29 -2.55
C -6.89 -4.54 -4.47
H -7.30 -5.54 -4.64
C -6.09 -3.92 -5.43
H -5.89 -4.43 -6.37
C -5.55 -2.65 -5.19
H -4.94 -2.17 -5.94
C -7.23 0.37 -3.23
C -8.29 0.45 -4.16
H -8.10 0.36 -5.23
C -9.61 0.63 -3.70
H -10.43 0.64 -4.42
C -9.88 0.82 -2.35
H -10.90 1.03 -2.01
C -8.84 0.76 -1.43
H -9.01 0.92 -0.36
C -7.54 0.52 -1.87
H -6.75 0.47 -1.11
H -4.72 0.44 -4.78
Si -4.26 -2.35 -0.22
C -4.61 -0.56 -0.72
C -4.31 0.08 -2.05
H -3.37 -0.30 -2.46
C -4.48 1.53 -2.15
H -4.35 2.04 -3.11
C -4.81 2.28 -1.04
H -4.96 3.35 -1.15
C -5.00 1.67 0.20
H -5.30 2.28 1.06
C -4.83 0.29 0.35
H -4.91 -0.13 1.36
C -3.35 -2.98 -1.74
C -2.25 -2.32 -2.31
H -1.78 -1.49 -1.79
C -1.76 -2.72 -3.55
H -1.00 -2.11 -4.06
C -2.26 -3.88 -4.15
H -1.87 -4.21 -5.12
C -3.28 -4.61 -3.52
H -3.69 -5.50 -3.99
C -3.81 -4.16 -2.31
H -4.62 -4.71 -1.82
H -5.15 -3.19 0.51
Cl -2.63 -2.13 1.11
C 1.42 -3.52 -0.99
C 1.68 -3.91 0.33
C 1.41 -3.00 1.35
C 0.90 -1.75 1.03
N 0.73 -1.35 -0.27
C 1.00 -2.23 -1.27
C 0.32 -0.82 1.98
C 0.17 -1.08 3.35
C -0.65 -0.25 4.11
C -1.24 0.85 3.49
C -1.01 1.11 2.14
N -0.26 0.27 1.38
H 1.54 -4.21 -1.82
H 2.06 -4.90 0.55
H 1.56 -3.25 2.40
H 0.84 -1.87 -2.29
H 0.66 -1.95 3.77
H -0.82 -0.46 5.17
H -1.89 1.52 4.04
H -1.42 1.98 1.63
*
```

Summary:
**LUMO energy (alpha / beta)**: 0.17 / -0.45 eV
**Gap between HOMO and LUMO (alpha / beta)**: 0.2466 / 0.1680 Ha

For reference, the Löwdin charges in units of e are: -0.146 -0.223 -0.096 0.104 -0.135 -0.117 0.103 0.111 0.088 0.095 0.230 0.796 -0.285 -0.120 0.101 -0.082 0.107 -0.088 0.103 -0.092 0.104 -0.100 0.100 -0.248 -0.086 0.104 -0.090 0.100 -0.093 0.100 -0.074 0.105 -0.105 0.070 0.028 0.400 -0.289 -0.338 0.072 -0.185 0.100 -0.099 0.115 -0.090 0.105 -0.158 0.097 -0.328 -0.127 0.077 -0.079 0.106 -0.081 0.106 -0.087 0.107 -0.119 0.101 -0.022 0.372 -0.079 -0.073 -0.020 -0.222 0.041 -0.110 -0.239 -0.029 -0.077 -0.085 -0.097 0.054 0.099 0.102 0.104 0.098 0.105 0.105 0.095 0.108



What did we get for ΔE to the lowest compared entry with this formula, charge and spin? Answer: 5.5 0.0 41.0 0.0 kcal/mol, in the order shown.